1 | Molecular formula: C4H9P
Method: DFT, ωB97M-V/def2-TZVPD

ORCA input file:
```
! RIJCOSX wB97M-V def2-TZVPD def2/J DEFGRID3
* xyz 0 1
P 2.073 1.612 1.161
C -0.820 0.178 -1.100
C 0.373 -1.586 0.433
C -0.162 -0.219 0.190
C -1.497 0.391 0.250
H -1.458 1.390 0.729
H -2.202 -0.253 0.583
H 0.257 -2.343 -0.429
H -0.146 -1.860 1.372
H 1.199 2.372 0.223
H 2.910 1.712 0.065
H -0.508 0.978 -1.677
H -1.008 -0.469 -1.900
H 1.446 -1.418 0.498
*
```

Computed properties:
- Kohn-Sham gap (alpha / beta): 7.2 / 8.6 eV
- HOMO level (alpha / beta): -8.0 / -8.4 eV



2 | Molecular formula: C4H9P
Method: DFT, ωB97M-V/def2-TZVPD

ORCA input file:
```
! RIJCOSX wB97M-V def2-TZVPD def2/J DEFGRID3
* xyz 0 1
P -0.258 0.811 -1.644
C -0.750 -0.071 -0.121
C 0.759 -0.014 -0.063
C 1.495 0.920 0.921
C -1.396 -1.433 -0.384
H -2.226 -1.385 -1.052
H -0.202 2.084 -1.162
H 1.493 -0.818 -0.365
H -1.789 -1.891 0.540
H -1.430 0.531 0.629
H 1.914 1.802 0.416
H -0.756 -2.155 -0.837
H 0.809 1.233 1.683
H 2.339 0.386 1.440
*
```

Computed properties:
- Kohn-Sham gap: 10.0 eV
- HOMO level: -8.8 eV
- SMILES: C[C@@H]1P[C@H]1C



Stability order, top to bottom: 2, 1